1.
C31H46BF11I3N2O21P2S | ωB97M-V/def2-TZVPD

Calculated values
Kohn-Sham gap: 8.14 eV
Total charge: +1

Positions of all 118 atoms, in Å:
C (0.0746, -2.3894, -1.5411)
C (0.0829, -1.5115, -0.7128)
C (0.0881, -0.4282, 0.2869)
C (0.4366, -1.2897, 1.5493)
C (-0.0556, -2.7291, 1.7529)
O (0.6616, -3.4392, 2.3654)
I (-1.9377, -3.5589, 1.1687)
N (-1.3964, 0.1497, 0.2335)
P (-2.3104, -0.2026, -1.3218)
O (-2.9744, -1.4995, -1.2771)
O (-3.3661, 0.9513, -1.3934)
O (-1.3506, 0.0144, -2.5452)
C (-1.5862, 1.5494, 0.9258)
C (-1.0107, 1.3955, 2.3771)
P (-1.6295, 0.3381, 3.7134)
O (-0.4788, 0.2173, 4.6196)
O (-2.8679, 0.9783, 4.4667)
O (-2.1203, -1.0676, 3.1883)
C (-3.0499, 2.0507, 1.2577)
I (-4.4854, 0.4388, 1.4327)
C (-3.7541, 3.2901, 0.6175)
C (-4.3493, 3.3949, -0.7754)
I (-5.5837, 3.4879, 1.8657)
C (-0.5685, 2.5264, 0.2262)
C (0.0907, 3.5571, 1.1599)
C (-0.8595, 4.5839, 1.8179)
C (-0.1450, 5.5908, 2.6417)
O (-1.0505, 4.4509, 3.1815)
B (-1.0826, 3.4005, -1.0748)
O (-0.8952, 4.7652, -1.1399)
O (-1.5458, 2.7483, -2.1777)
N (0.4835, 1.7654, -0.5176)
F (1.1443, 2.6905, -1.2994)
C (1.2206, 0.6298, -0.0789)
C (2.1285, 0.1499, -1.3326)
F (1.3275, 0.1801, -2.3958)
F (2.9698, 1.1540, -1.5835)
C (3.0467, -1.1837, -1.4588)
F (2.6565, -1.7859, -2.5911)
F (4.2777, -0.7579, -1.7341)
C (3.3288, -2.3753, -0.4521)
F (3.9901, -2.0523, 0.6238)
F (4.1205, -3.1769, -1.1612)
F (2.2873, -3.1181, -0.1097)
S (2.6231, 1.1670, 1.1582)
O (2.7756, 2.5772, 0.9619)
O (3.8114, 0.4572, 0.7890)
C (2.6258, 0.9264, 3.0406)
F (3.8350, 1.3266, 3.3139)
F (1.8153, 1.7167, 3.6781)
F (2.5222, -0.3094, 3.4233)
H (0.1460, -3.3409, -2.0218)
H (1.5150, -1.4201, 1.4587)
H (0.3259, -0.7941, 2.5107)
H (-1.8775, -0.5008, 0.8882)
H (-3.9915, 0.7599, -2.1100)
H (-1.6341, -0.6302, -3.2163)
H (-1.0758, 2.3667, 2.8651)
H (0.0416, 1.1783, 2.2940)
H (-2.5811, 1.7491, 4.9800)
H (-2.8374, -1.4388, 3.7256)
H (-3.0752, 2.3737, 2.2947)
H (-3.3360, 4.2302, 0.9542)
H (-4.8832, 4.3417, -0.8463)
H (-5.1093, 2.6337, -0.9379)
H (-3.6594, 3.3462, -1.6102)
H (0.7844, 4.2013, 0.6292)
H (0.6474, 3.1631, 2.0004)
H (-1.6780, 4.9867, 1.2297)
H (-0.7228, 6.4114, 3.0415)
H (0.7643, 5.3044, 3.1506)
H (-1.7531, 5.2075, -1.1794)
H (-1.0466, 2.9936, -2.9673)
C (6.0034, -0.1228, 4.7190)
C (5.7020, -1.0294, 5.8930)
O (6.7844, -1.0660, 6.8320)
C (6.8496, -0.0237, 7.6607)
O (6.0829, 0.9048, 7.6919)
O (7.9089, -0.1866, 8.4478)
C (8.1430, 0.8906, 9.3606)
H (6.9488, -0.4068, 4.2549)
H (5.2181, -0.1989, 3.9796)
H (6.0907, 0.9152, 5.0380)
H (5.5776, -2.0570, 5.5559)
H (4.7826, -0.7340, 6.3986)
H (7.2491, 1.1115, 9.9387)
H (8.4675, 1.7780, 8.8204)
H (8.9350, 0.5587, 10.0244)
C (3.0049, -5.5841, -8.3262)
C (2.6299, -6.4670, -7.1566)
O (3.6892, -6.5461, -6.1894)
C (3.7924, -5.5128, -5.3611)
O (3.0719, -4.5448, -5.3341)
O (4.8295, -5.7293, -4.5552)
C (5.1044, -4.6593, -3.6478)
H (3.9467, -5.9146, -8.7645)
H (2.2289, -5.6197, -9.0904)
H (3.1307, -4.5497, -8.0089)
H (2.4700, -7.4904, -7.4891)
H (1.7133, -6.1268, -6.6761)
H (4.2121, -4.3833, -3.0985)
H (5.4929, -3.7980, -4.1893)
H (5.8594, -5.0215, -2.9567)
C (-8.7775, 0.3526, -6.3262)
C (-9.6920, 0.5627, -5.1406)
O (-9.3148, -0.2669, -4.0242)
C (-8.2986, 0.1686, -3.3010)
O (-7.6720, 1.1860, -3.4680)
O (-8.0616, -0.7220, -2.3287)
C (-6.9544, -0.3792, -1.5085)
H (-8.7319, -0.7046, -6.5886)
H (-9.1414, 0.9137, -7.1860)
H (-7.7643, 0.6843, -6.1016)
H (-10.7082, 0.2641, -5.3860)
H (-9.7180, 1.6069, -4.8330)
H (-7.0626, 0.6316, -1.1169)
H (-6.0254, -0.4669, -2.0758)
H (-6.9309, -1.0847, -0.6829)

2.
C4H12N4 | ωB97M-V/def2-TZVPD

Calculated values
Kohn-Sham gap: 7.56 eV
Energy above the lowest of the compared OMol25 structures with the same formula, charge and spin: 54.3 kcal per mole
Total charge: 0

Positions of all 20 atoms, in Å:
C (-0.8887, 1.6777, 0.6812)
C (-0.9156, -0.7017, 0.1820)
N (-1.6674, -0.9273, 1.2857)
N (-1.1435, -1.5281, -0.8822)
N (-0.4139, 0.5477, -0.1017)
H (-1.2978, -0.5467, 2.1439)
H (-2.0761, -1.8437, 1.3910)
H (-0.6608, -1.2217, -1.7144)
H (-1.2026, -2.5142, -0.6662)
H (-0.4743, 2.5868, 0.2437)
H (-0.5653, 1.6492, 1.7335)
H (-1.9768, 1.7517, 0.6488)
C (1.8628, 0.5875, -1.2692)
C (1.1593, 0.2556, 0.0387)
N (1.1885, -1.0625, 0.5129)
H (1.4797, -1.6922, -0.2333)
H (1.4431, 0.9978, 0.8048)
H (1.6416, 1.6022, -1.6117)
H (2.9420, 0.4924, -1.1288)
H (1.5657, -0.1105, -2.0586)

| no. | highest occupied orbital energy (eV) | total energy (eV) |
| --- | --- | --- |
| 1 | -11.547 | -163143.6475 |
| 2 | -6.720 | -10300.9178 |